This record from the OMol25 dataset describes C23H27CdClNO as an isolated structure. The level of theory is wB97M-V/def2-TZVPD.

The geometry in XYZ format:
```
54
Properties=species:S:1:pos:R:3:nbo_charge:R:1
C 2.371 -0.115 3.383 -0.328
C 2.823 -0.656 2.169 -0.325
C 2.617 0.289 1.135 -0.306
H 3.326 -1.625 2.052 0.197
C 2.024 1.441 1.694 -0.394
C 1.844 1.201 3.117 -0.565
H 1.896 2.408 1.192 0.206
C -1.088 -1.766 3.220 -0.405
C -0.184 -2.665 2.620 -0.320
C -0.414 -2.679 1.221 -0.310
H 0.548 -3.285 3.140 0.199
C -1.488 -1.812 0.929 -0.127
C -1.892 -1.189 2.159 -0.511
H 2.942 0.187 0.094 0.205
H 1.591 1.959 3.869 0.225
H 2.462 -0.566 4.377 0.203
H -2.808 -0.604 2.288 0.216
H 0.107 -3.309 0.492 0.196
H -1.246 -1.607 4.287 0.214
Cd -0.271 0.602 2.499 1.603
C -2.233 -1.693 -0.377 -0.046
C -3.628 -2.313 -0.182 -0.594
C -1.508 -2.450 -1.496 -0.612
H -3.546 -3.357 0.147 0.217
H -4.185 -2.298 -1.128 0.180
H -4.207 -1.759 0.568 0.208
H -1.470 -3.523 -1.265 0.215
H -0.482 -2.080 -1.631 0.227
H -2.054 -2.325 -2.440 0.186
C -2.434 -0.204 -0.779 -0.483
C -1.165 0.576 -1.125 0.684
H -2.983 0.314 0.034 0.243
H -3.102 -0.178 -1.663 0.188
O -0.096 0.552 -0.502 -0.617
N -1.215 1.316 -2.261 -0.628
C -0.193 2.358 -2.428 -0.225
H -2.105 1.433 -2.714 0.389
C 1.183 1.801 -2.653 -0.018
C 2.310 2.453 -2.124 -0.200
H 2.158 3.357 -1.518 0.210
C 3.591 1.949 -2.359 -0.204
H 4.461 2.456 -1.932 0.212
C 3.775 0.805 -3.143 -0.230
H 4.772 0.418 -3.324 0.208
C 2.650 0.162 -3.682 -0.222
H 2.771 -0.733 -4.290 0.205
C 1.366 0.669 -3.445 -0.168
H 0.483 0.179 -3.882 0.206
H -0.178 3.011 -1.548 0.208
H -0.516 2.945 -3.287 0.200
Cl -2.183 2.271 4.064 -0.121
C -1.637 2.293 2.433 -1.060
H -2.484 2.171 1.757 0.183
H -1.076 3.217 2.239 0.190
```

Results
E_tot   -44913.1641 eV
F_max   2.44 eV/Å
Orbital gap   6.192 eV
Net charge   -1
LUMO   2.6 eV
Energy above the lowest of the compared OMol25 structures with the same formula, charge and spin   0.000 eV

This record from the OMol25 dataset describes C23H27ClIIrO2P2 as an isolated structure. The level of theory is wB97M-V/def2-TZVPD.

The geometry in XYZ format:
```
57
Properties=species:S:1:pos:R:3:lowdin_spin:R:1
C -0.369 -2.858 -2.209 0.025
I 1.737 -2.481 -1.507 0.258
H -1.168 -2.361 -1.648 0.016
H -0.352 -3.938 -2.007 0.001
H -0.358 -2.612 -3.273 0.000
Ir 0.298 -0.728 -0.513 0.617
P -0.105 0.758 -2.112 0.024
C 1.391 1.305 -2.990 0.004
C -1.245 0.197 -3.417 0.001
H -1.751 2.038 -0.860 0.000
H -1.100 2.983 -2.251 0.002
H -0.129 2.785 -0.760 0.001
C -0.843 2.285 -1.434 0.014
H -2.243 0.077 -2.986 0.000
H -1.270 0.948 -4.216 0.000
H 1.100 1.978 -3.804 0.001
H 1.923 0.443 -3.402 0.000
H -0.910 -0.759 -3.828 0.000
H 2.046 1.841 -2.297 0.000
C 1.876 0.155 -0.018 0.040
O 2.811 0.716 0.396 0.002
Cl -2.134 -0.660 -0.293 0.070
O 0.272 -1.258 1.552 0.096
P -0.134 -0.731 2.926 0.103
C -0.817 0.933 2.991 0.389
C -1.900 1.218 3.844 0.078
C -2.357 2.531 3.972 0.428
C -1.779 3.556 3.228 0.438
C -0.718 3.275 2.361 0.027
C -0.220 1.975 2.265 0.414
C -1.327 -1.880 3.650 0.031
C -1.478 -2.021 5.041 0.020
C -2.389 -2.949 5.551 0.001
C -3.135 -3.751 4.683 0.015
C -2.980 -3.616 3.300 0.013
C -2.092 -2.675 2.782 0.002
C 1.334 -0.789 3.984 0.195
C 2.031 -2.006 4.058 0.214
C 3.166 -2.104 4.861 0.008
C 3.628 -0.986 5.564 0.169
C 2.952 0.234 5.463 0.207
C 1.807 0.340 4.671 0.011
H -2.369 0.411 4.410 -0.003
H -3.175 2.742 4.665 0.016
H -2.144 4.575 3.322 0.019
H -0.267 4.067 1.769 -0.007
H 0.636 1.764 1.616 0.022
H -0.879 -1.415 5.724 0.000
H -2.509 -3.048 6.629 0.000
H -3.834 -4.486 5.079 0.001
H -3.548 -4.245 2.614 0.000
H -1.988 -2.539 1.702 0.000
H 1.668 -2.870 3.496 0.004
H 3.686 -3.058 4.936 -0.003
H 4.520 -1.066 6.181 0.005
H 3.311 1.109 6.003 0.007
H 1.273 1.290 4.593 0.002
```

Results
E_tot   -70404.7867 eV
F_max   5.04 eV/Å
Orbital gap (spin up / spin down)   4.574 / 3.091 eV
Net charge   +2
LUMO (spin up / spin down)   -6.2 / -10.8 eV
Spin multiplicity   5

This record from the OMol25 dataset describes C23H27ClIOP2Yb as an isolated structure. The level of theory is wB97M-V/def2-TZVPD.

The geometry in XYZ format:
```
56
Properties=species:S:1:pos:R:3:lowdin_spin:R:1
C 2.505 1.000 -0.577 0.002
I -0.845 0.697 -1.829 0.449
H 2.868 0.168 -1.221 0.000
H 1.867 0.624 0.246 0.002
H 3.379 1.428 -0.061 0.000
Yb 1.230 -1.533 -1.359 0.007
P 2.169 2.272 -3.258 0.003
C 1.776 4.004 -3.649 0.000
C 3.917 1.861 -3.170 0.000
H 1.611 0.165 -4.358 0.001
H 1.882 1.460 -5.501 0.001
H 0.339 1.411 -4.627 0.012
C 1.414 1.231 -4.541 0.016
H 3.973 0.761 -3.069 0.000
H 4.456 2.158 -4.073 0.000
H 2.202 4.299 -4.618 0.000
H 2.145 4.689 -2.871 0.000
H 4.365 2.348 -2.289 0.000
H 0.679 4.108 -3.714 0.000
C 1.870 2.120 -1.366 0.002
O 1.336 3.110 -0.891 0.000
Cl 2.991 -1.755 -3.045 0.000
C -5.356 -1.532 0.364 0.006
C -4.929 -0.211 0.166 0.000
C -3.585 0.110 0.303 0.004
C -2.651 -0.885 0.654 0.003
C -3.085 -2.192 0.911 0.007
C -4.434 -2.516 0.740 -0.001
P -0.921 -0.353 0.707 0.295
C -0.921 0.486 2.326 0.056
C -0.230 1.697 2.507 0.002
C -0.223 2.306 3.756 0.000
C -0.944 1.758 4.822 -0.001
C -1.666 0.577 4.638 0.004
C -1.641 -0.070 3.402 0.014
C -0.063 -1.947 1.016 0.037
C 0.847 -2.095 2.086 0.028
C 1.613 -3.258 2.166 -0.003
C 1.605 -4.183 1.122 0.028
C 0.740 -4.013 0.033 0.001
C -0.211 -2.994 0.065 0.019
H -6.410 -1.782 0.249 0.000
H -5.636 0.572 -0.106 0.000
H -3.238 1.128 0.106 0.000
H -2.394 -2.968 1.239 0.000
H -4.762 -3.545 0.900 0.000
H 0.287 2.143 1.655 0.001
H 0.351 3.221 3.900 0.000
H -0.952 2.248 5.797 0.000
H -2.247 0.147 5.454 0.001
H -2.202 -1.002 3.271 0.001
H 0.902 -1.334 2.872 0.002
H 2.221 -3.436 3.056 -0.001
H 2.253 -5.058 1.172 0.001
H 0.753 -4.716 -0.802 0.000
H -1.005 -2.930 -0.708 0.001
```

Results
E_tot   -97053.9088 eV
F_max   3.17 eV/Å
Orbital gap (spin up / spin down)   7.335 / 6.491 eV
Net charge   +2
LUMO (spin up / spin down)   -6.2 / -7.8 eV
Spin multiplicity   2

This record from the OMol25 dataset describes C23H27F10GeN3OPb as an isolated structure. The level of theory is wB97M-V/def2-TZVPD.

The geometry in XYZ format:
```
66
Properties=species:S:1:pos:R:3:nbo_charge:R:1
Pb -0.380 0.102 -0.211 1.377
C -0.856 -0.433 3.154 -0.417
N -0.266 0.619 2.315 -0.488
C -1.039 1.852 2.538 -0.207
C -0.672 3.007 1.622 -0.286
N -0.961 2.677 0.244 -0.405
C -0.740 3.589 -0.721 0.003
C -0.217 4.909 -0.592 0.329
F 0.144 5.403 0.596 -0.295
C -0.062 5.768 -1.658 0.261
F 0.422 6.987 -1.449 -0.278
C -0.394 5.373 -2.944 0.314
F -0.230 6.190 -3.966 -0.267
C -0.907 4.099 -3.129 0.247
F -1.252 3.698 -4.347 -0.277
C -1.082 3.256 -2.058 0.402
F -1.604 2.060 -2.301 -0.278
C 1.157 0.804 2.669 -0.237
C 2.057 -0.176 1.929 -0.229
N 1.874 -0.066 0.494 -0.799
C 2.887 0.287 -0.330 0.079
C 4.045 1.035 -0.021 0.251
F 4.213 1.550 1.219 -0.323
C 5.020 1.344 -0.953 0.283
F 6.080 2.065 -0.580 -0.294
C 4.899 0.946 -2.271 0.223
F 5.837 1.254 -3.175 -0.294
C 3.769 0.232 -2.634 0.271
F 3.620 -0.173 -3.897 -0.293
C 2.814 -0.080 -1.693 0.303
F 1.747 -0.806 -2.098 -0.318
H -0.990 -0.072 4.182 0.184
H -0.209 -1.305 3.178 0.223
H -1.821 -0.738 2.749 0.212
H -0.927 2.181 3.580 0.193
H -2.093 1.610 2.374 0.195
H 0.370 3.302 1.771 0.211
H -1.283 3.859 1.932 0.227
H 1.291 0.697 3.754 0.190
H 1.471 1.808 2.389 0.205
H 1.802 -1.200 2.232 0.176
H 3.082 -0.009 2.252 0.217
C -3.611 -1.861 -1.473 -0.626
C -3.793 -1.283 -0.085 -0.065
O -3.158 0.000 -0.059 -0.736
H -4.075 -2.845 -1.533 0.216
H -2.547 -1.954 -1.694 0.219
H -4.065 -1.202 -2.214 0.216
H -3.327 -1.941 0.655 0.180
H -4.856 -1.182 0.151 0.167
H -3.477 0.514 0.688 0.478
C 1.210 -4.815 0.289 -1.073
Ge -0.547 -3.994 -0.095 1.558
C -1.072 -4.433 -1.942 -1.079
C -1.876 -4.808 1.144 -1.067
C -0.517 -2.132 0.484 -1.155
H 1.178 -5.892 0.116 0.226
H 1.498 -4.640 1.326 0.224
H 1.977 -4.384 -0.355 0.232
H -0.979 -5.512 -2.070 0.230
H -0.411 -3.939 -2.654 0.234
H -2.100 -4.142 -2.152 0.226
H -1.864 -5.893 1.025 0.223
H -2.880 -4.443 0.923 0.217
H -1.635 -4.566 2.179 0.223
H 0.310 -2.156 1.203 0.140
```

Results
E_tot   -119738.6385 eV
F_max   1.45 eV/Å
Orbital gap (spin up / spin down)   4.479 / 7.004 eV
Net charge   0
LUMO (spin up / spin down)   -2.5 / -0.1 eV
Energy above the lowest of the compared OMol25 structures with the same formula, charge and spin   0.496 eV

This record from the OMol25 dataset describes C23H27F27InO3 as an isolated structure. The level of theory is wB97M-V/def2-TZVPD.

The geometry in XYZ format:
```
81
Properties=species:S:1:pos:R:3:lowdin_charge:R:1
C -0.319 5.351 1.587 -0.129
C 0.641 4.351 0.938 -0.326
C -0.027 3.464 -0.134 -0.463
C 0.407 3.836 -1.555 -0.198
In 0.511 1.315 0.238 0.489
C 2.354 1.259 1.575 -0.282
C 2.728 -0.221 1.922 -0.234
C 1.592 -1.067 2.319 -0.274
F 0.891 -0.646 3.419 0.033
C 1.165 -2.201 1.746 -0.292
F 0.990 -2.433 0.445 0.097
F 0.777 -3.266 2.479 0.093
H 0.125 5.664 2.535 0.056
H -1.265 4.885 1.835 0.063
H -0.437 6.258 1.000 0.060
H 0.973 3.716 1.756 0.053
H 1.527 4.859 0.564 0.099
H -1.102 3.626 -0.069 0.052
H -0.223 3.304 -2.260 0.032
H 0.321 4.910 -1.761 0.060
H 1.425 3.514 -1.758 0.051
H 1.017 0.482 -1.280 -0.103
H -0.849 0.480 1.038 -0.108
H 3.188 1.677 1.021 0.019
H 2.114 1.818 2.474 0.008
H 3.405 -0.172 2.773 0.091
H 3.221 -0.628 1.048 0.112
C 0.499 -4.570 -2.926 -0.026
C -0.507 -3.643 -3.633 -0.445
C -1.834 -3.370 -2.920 -0.292
F -2.556 -4.500 -2.768 0.091
F -2.569 -2.516 -3.677 0.084
F -0.736 -4.099 -4.889 0.122
F 0.102 -2.439 -3.747 0.114
O 0.559 -5.928 -3.356 0.044
C -0.260 -6.890 -2.823 -0.546
C -1.153 -7.517 -3.897 -0.288
F -1.954 -6.590 -4.453 0.102
F -1.939 -8.464 -3.330 0.092
F -0.980 -6.429 -1.786 0.155
F 0.537 -7.877 -2.344 0.136
H 1.477 -4.170 -3.187 0.150
H 0.428 -4.492 -1.841 0.145
H -1.663 -2.911 -1.942 0.179
H -0.542 -7.974 -4.678 0.173
C 0.901 0.099 8.421 -0.048
C 1.467 -1.080 9.237 -0.441
C 2.805 -0.869 9.951 -0.309
F 3.803 -0.636 9.082 0.100
F 3.119 -1.995 10.641 0.088
F 1.528 -2.181 8.463 0.138
F 0.557 -1.335 10.225 0.094
O 1.086 0.084 7.019 0.053
C 2.222 0.610 6.436 -0.528
C 2.996 -0.456 5.661 -0.273
F 3.399 -1.449 6.489 0.093
F 4.106 0.105 5.125 0.095
F 3.002 1.235 7.349 0.138
F 1.823 1.545 5.557 0.162
H -0.179 0.024 8.542 0.147
H 1.182 1.059 8.855 0.144
H 2.741 -0.038 10.658 0.170
H 2.378 -0.878 4.875 0.147
C -2.756 1.561 -7.017 -0.038
C -1.450 1.669 -6.209 -0.437
C -1.524 1.390 -4.705 -0.307
F -2.325 2.281 -4.084 0.096
F -0.292 1.497 -4.177 0.097
F -0.885 2.875 -6.434 0.132
F -0.606 0.731 -6.729 0.101
O -3.442 2.768 -7.330 0.042
C -4.364 3.317 -6.471 -0.542
C -3.939 4.717 -6.017 -0.291
F -2.773 4.668 -5.354 0.111
F -4.882 5.217 -5.183 0.095
F -4.626 2.512 -5.429 0.156
F -5.522 3.454 -7.165 0.132
H -2.452 1.177 -7.990 0.144
H -3.428 0.811 -6.600 0.145
H -1.896 0.378 -4.514 0.170
H -3.831 5.377 -6.880 0.173
```

Results
E_tot   -108974.5696 eV
F_max   2.49 eV/Å
Orbital gap   6.422 eV
Net charge   -1
LUMO   2.2 eV

This record from the OMol25 dataset describes C23H27FMgN2O3 as an isolated structure. The level of theory is wB97M-V/def2-TZVPD.

The geometry in XYZ format:
```
57
Properties=species:S:1:pos:R:3:nbo_charge:R:1
C 2.197 -0.566 3.944 -0.627
C 3.083 -1.500 2.995 -0.434
C 2.329 -2.031 1.678 0.177
F 1.191 -2.889 1.983 -0.373
C 2.002 -0.907 0.600 0.006
C 3.172 -0.502 -0.376 0.100
C 4.648 -1.122 -0.305 -0.493
C 4.834 -2.476 -1.188 -0.215
N 6.070 -2.425 -2.026 -0.802
C 2.926 0.558 -1.496 -0.223
C 1.517 1.207 -1.644 0.127
C 1.330 2.246 -2.847 -0.479
C 2.012 3.632 -2.393 -0.217
N 1.824 3.978 -0.958 -0.838
C 0.387 0.819 -0.638 -0.170
C 0.615 -0.249 0.509 -0.109
C -0.615 -0.539 1.451 0.528
O -0.600 -0.804 2.668 -0.446
C -2.082 -0.423 0.778 -0.033
C -3.267 -1.319 1.279 -0.081
C -4.717 -1.210 0.692 -0.192
C -4.968 -0.145 -0.416 -0.228
C -6.479 0.046 -1.029 -0.038
O -7.429 -0.868 -0.456 -0.493
C -8.085 -0.294 0.704 -0.303
C -3.730 0.743 -0.933 -0.485
C -2.301 0.621 -0.346 -0.029
C -1.037 1.491 -0.799 0.520
O -1.268 2.632 -1.273 -0.536
H 2.796 -0.065 4.780 0.237
H 1.349 -1.217 4.383 0.228
H 1.651 0.251 3.335 0.201
H 3.521 -2.395 3.579 0.243
H 3.977 -0.861 2.634 0.219
H 3.084 -2.744 1.167 0.203
H 4.938 -1.349 0.783 0.235
H 5.363 -0.284 -0.647 0.239
H 4.845 -3.342 -0.425 0.210
H 3.915 -2.536 -1.876 0.201
H 6.891 -2.289 -1.417 0.364
H 5.949 -1.590 -2.622 0.352
H 3.775 0.851 -2.200 0.255
H 0.254 2.338 -3.217 0.237
H 1.947 1.843 -3.738 0.239
H 3.151 3.496 -2.546 0.201
H 1.704 4.522 -3.038 0.222
H 2.497 3.492 -0.347 0.365
H 0.873 3.779 -0.624 0.357
H -3.116 -2.095 2.103 0.292
H -5.583 -1.867 1.060 0.292
H -6.825 1.113 -0.670 0.031
H -6.497 0.084 -2.168 0.276
H -8.678 -1.143 1.209 0.267
H -7.360 0.101 1.501 0.153
H -8.841 0.525 0.459 0.214
H -3.908 1.512 -1.774 0.265
Mg -5.232 2.167 0.159 1.788
```

Results
E_tot   -41545.5614 eV
F_max   4.55 eV/Å
Orbital gap   2.464 eV
Net charge   +2
LUMO   -10.6 eV

Q: The lowest E_tot belongs to which entry?
A: C23H27F10GeN3OPb

Q: Which formula does entry 4 have?
A: C23H27F10GeN3OPb

Q: The lowest E_tot belongs to which entry?
A: C23H27F10GeN3OPb